(1)
63
Properties=species:S:1:pos:R:3:forces:R:3 method="wB97M-V/def2-TZVPD" molar_mass_g_mol=406.523 energy_ha=-1344.42344 e_homo_ev=-8.493 charge=0 lumo_energy_ev=0.65 largest_force_ev_per_a=0.14
O 3.168091 7.386405 -3.643830 0.005 0.008 0.008
O -2.452961 -1.863269 -0.997750 -0.018 -0.084 0.016
O -0.322318 2.482100 -3.619184 0.007 0.008 0.000
O 0.577894 4.498822 -5.292949 0.005 0.019 0.008
O 0.824459 -2.545920 -1.473114 -0.002 0.013 0.005
N 0.265684 -0.364815 -1.346403 0.048 -0.027 0.013
N 0.869325 0.918238 -4.725365 0.000 -0.025 0.010
C 1.136318 -0.038920 -2.463894 -0.048 -0.009 -0.022
C 1.056650 6.439686 -3.998198 -0.005 -0.016 -0.027
C 0.467951 -0.176748 -3.848833 0.034 0.000 0.011
C 2.838817 7.706348 -4.998485 0.014 0.003 0.016
C -6.110353 -1.896069 -0.582642 0.001 0.004 -0.009
C 1.417388 4.989665 -4.258363 -0.014 0.011 -0.010
C -2.035248 -1.928751 0.354355 0.016 0.129 -0.050
C -3.799130 -1.886231 -1.241423 0.017 0.024 -0.024
C 0.225842 -1.646396 -0.900786 -0.003 0.050 -0.014
C -0.503565 -1.940079 0.405760 0.038 -0.111 0.025
C -2.460060 -3.308513 -3.813948 -0.017 -0.007 0.006
C 0.839631 3.173105 -5.625778 -0.008 -0.016 0.017
C 0.403410 2.176731 -4.547513 -0.020 0.003 -0.019
C 1.363357 7.337245 -5.201427 -0.015 -0.003 -0.012
C -6.495608 -1.910281 -1.909190 0.026 0.005 0.018
C -4.167366 -1.899279 -2.593671 -0.006 -0.026 0.034
C 1.975518 7.045815 -2.947748 0.024 -0.007 -0.028
C -3.116677 -1.933994 -3.670567 -0.018 0.010 -0.002
C 0.801615 -1.495279 -4.526418 -0.033 0.027 0.011
C -5.518307 -1.910109 -2.899244 0.010 -0.003 -0.007
C -0.552100 0.714586 -0.824719 0.011 -0.012 0.003
C -4.761173 -1.882029 -0.240629 -0.028 -0.002 -0.011
H 3.505336 7.133314 -5.646600 -0.003 -0.007 0.002
H 0.075838 1.581404 -0.610973 -0.005 0.005 0.004
H 1.877812 -1.561704 -4.709884 0.001 -0.009 0.005
H 1.518301 7.938477 -2.504941 0.000 0.005 0.012
H -0.152720 -2.932876 0.675942 -0.005 0.002 0.011
H -0.157413 -1.246393 1.174199 -0.009 -0.016 0.014
H -7.543447 -1.918104 -2.177058 -0.003 -0.001 -0.003
H 3.023794 8.768181 -5.178705 -0.005 0.001 -0.001
H -3.214042 -4.073323 -4.008065 0.000 0.001 0.000
H -0.610828 -0.095921 -3.700526 0.010 0.046 -0.008
H -1.046278 0.411386 0.093298 -0.002 0.025 -0.030
H -1.921921 -3.581055 -2.906066 0.003 0.010 -0.002
H -2.427643 -2.835801 0.821123 -0.036 -0.004 -0.005
H -1.751053 -3.316535 -4.642659 0.012 0.006 0.002
H -2.443313 -1.071937 0.900553 0.022 0.007 0.000
H -4.482617 -1.863242 0.802579 0.006 -0.017 -0.002
H -6.854373 -1.892250 0.203379 -0.001 -0.002 0.000
H 1.274860 4.397954 -3.349376 -0.007 0.004 0.005
H 1.905677 3.018851 -5.847448 0.016 -0.003 -0.007
H 0.273775 2.950679 -6.532800 -0.006 -0.007 -0.007
H 2.243894 6.356789 -2.145776 -0.006 0.002 0.010
H 0.007021 6.490426 -3.706346 0.001 0.004 0.006
H -3.583031 -1.646576 -4.615226 0.005 0.000 -0.005
H -2.353780 -1.184930 -3.450210 0.004 -0.026 0.003
H 1.455488 0.712738 -5.517349 0.006 0.002 0.005
H 0.278666 -1.588684 -5.480014 -0.015 -0.004 0.006
H 0.735787 8.228444 -5.173589 -0.002 -0.002 0.007
H 0.529368 -2.324762 -3.878720 -0.001 -0.014 0.007
H 1.183174 6.827851 -6.146480 -0.009 0.004 0.003
H -1.307481 1.022337 -1.549013 -0.003 0.001 -0.005
H 2.468575 4.906176 -4.569155 0.016 0.005 0.011
H -5.810181 -1.917308 -3.943366 -0.005 0.000 0.000
H 2.012100 -0.686297 -2.411584 0.002 0.008 -0.008
H 1.450403 0.995867 -2.330659 -0.002 0.010 0.005

(2)
63
Properties=species:S:1:pos:R:3:forces:R:3 method="wB97M-V/def2-TZVPD" molar_mass_g_mol=406.523 energy_ha=-1344.42630 e_homo_ev=-8.560 charge=0 lumo_energy_ev=0.61 largest_force_ev_per_a=0.33
O 3.461327 4.877068 5.533662 -0.005 0.005 0.011
O -0.347255 1.389928 2.407941 -0.004 -0.010 0.001
O 0.234254 4.032894 2.992792 -0.006 -0.004 0.000
O 2.072354 -2.123812 -1.670247 -0.003 -0.004 -0.002
O -0.783553 -3.681308 -2.784919 -0.031 0.191 0.057
N 0.233614 1.652717 0.239763 -0.036 -0.013 0.033
N 0.887960 -2.017901 0.250281 0.027 0.016 -0.028
C -0.004397 0.260899 -0.118789 0.020 0.013 0.000
C 0.832466 -4.079458 -1.115737 -0.075 0.024 0.325
C -4.328266 -2.063837 -4.179497 0.003 -0.001 0.000
C 2.688754 6.048043 5.254183 -0.005 -0.001 0.000
C 0.225760 3.618287 1.663622 0.002 0.006 0.004
C 1.344722 -2.672620 -0.858923 0.023 0.032 -0.201
C -0.625644 -2.187980 -5.086940 0.003 0.009 0.000
C -0.206720 -3.407208 -5.910264 -0.004 -0.002 -0.004
C -0.229270 0.147542 -1.617092 -0.004 -0.018 -0.011
C 1.167097 -0.597024 0.378441 0.000 -0.011 -0.010
C -0.659878 -4.060220 -1.424637 0.041 -0.263 -0.153
C 1.213689 5.624020 5.252406 0.014 -0.016 0.005
C -1.932965 -2.399515 -4.371298 0.003 -0.010 0.008
C 1.402020 3.633211 3.694283 0.006 -0.003 -0.008
C -3.176217 -3.380589 -2.529844 -0.003 -0.005 0.003
C 0.013379 2.110727 1.497269 0.020 0.014 -0.014
C -4.350646 -2.823949 -3.024977 -0.007 0.001 0.001
C -3.120917 -1.860511 -4.839469 -0.001 0.002 -0.002
C 0.141018 -2.612395 1.342119 -0.011 -0.012 0.005
C -1.980861 -3.169499 -3.202316 0.014 0.033 -0.008
C 2.581212 3.817517 5.886228 0.003 -0.008 0.006
C 1.288486 4.098459 5.132919 -0.005 0.016 -0.003
H 1.373708 -4.464195 -1.976314 -0.003 0.000 -0.002
H 0.156023 -1.962966 -4.357926 -0.003 0.000 0.002
H 2.062857 -0.365349 -0.195351 0.002 0.003 0.000
H 0.745050 -3.228904 -6.412001 0.000 0.002 0.000
H -0.421447 -0.886145 -1.903734 -0.002 0.003 0.005
H 1.028288 -4.737957 -0.268363 0.010 0.002 0.001
H 0.654035 0.473677 -2.170981 0.003 0.005 0.008
H 0.549436 2.289214 -0.473025 0.009 -0.005 -0.003
H 1.344453 -0.370857 1.430768 -0.006 0.004 0.003
H 0.010223 -3.679710 1.198252 0.008 0.004 0.004
H -0.847228 -2.156989 1.443613 0.002 0.007 -0.001
H 0.733450 5.898242 6.192202 0.002 0.002 0.001
H -3.205925 -3.982204 -1.631777 0.005 -0.004 -0.003
H 3.060271 2.878259 5.605150 -0.002 0.000 -0.002
H -0.722916 -1.318052 -5.739981 0.000 -0.002 0.000
H -5.239329 -1.627070 -4.566119 -0.001 0.000 0.002
H -0.093338 -4.281891 -5.270042 -0.001 0.000 0.001
H 0.646021 6.072626 4.439520 -0.002 -0.002 -0.003
H -0.605820 4.127534 1.171604 -0.002 -0.001 0.001
H -1.193420 -3.346726 -0.790497 -0.002 -0.003 -0.006
H 1.501483 2.544072 3.665446 0.000 -0.001 -0.006
H -0.907482 -0.047410 0.414553 0.005 -0.005 -0.004
H 0.430109 3.609318 5.594780 -0.004 0.003 -0.004
H 3.011308 6.435544 4.285396 -0.003 0.001 -0.002
H 2.893861 6.810280 6.009840 0.003 0.001 -0.004
H 2.287521 4.078572 3.218028 -0.001 -0.003 0.000
H -1.088814 0.745757 -1.922708 0.001 0.004 0.003
H 1.151667 3.910623 1.146075 -0.001 -0.001 0.002
H -3.095859 -1.256736 -5.739743 0.001 -0.001 0.000
H -5.281093 -2.993096 -2.498553 -0.001 0.002 -0.002
H -0.955744 -3.637276 -6.669931 0.001 -0.002 0.000
H -1.102121 -5.050168 -1.269328 0.006 -0.002 -0.004
H 2.402876 3.806460 6.968342 0.002 0.004 -0.003
H 0.676377 -2.459992 2.281839 -0.005 0.002 0.002

(3)
64
Properties=species:S:1:pos:R:3:forces:R:3 method="wB97M-V/def2-TZVPD" molar_mass_g_mol=455.256 energy_ha=-2750.06950 spin_multiplicity=3 e_homo_ev="-9.458 / -9.006" charge=+1 lumo_energy_ev="-2.28 / -2.88" s_squared=2.05 largest_force_ev_per_a=0.14
Ni 0.401324 0.499706 0.147684 -0.039 -0.078 -0.009
N 0.550034 2.020152 1.603466 -0.071 -0.008 -0.012
N 0.206058 -1.251118 -1.072916 -0.018 0.063 0.002
N -0.417162 4.793636 -3.151482 -0.020 0.070 -0.036
N 0.366542 -0.802992 1.878727 0.002 0.074 -0.057
N -0.706493 1.763064 -1.193397 -0.026 -0.005 0.020
N -2.241245 3.446308 -2.790596 0.037 0.045 -0.014
N 2.395118 0.484078 -1.071282 0.002 0.073 -0.104
C 3.481077 0.839904 1.122576 0.000 -0.002 -0.102
C 5.447682 -3.366829 3.983479 0.016 -0.032 0.027
C 3.054914 1.966485 2.055692 0.005 0.020 0.037
C -0.184304 2.842920 -1.748794 -0.038 -0.002 -0.012
C 0.568104 0.021535 3.073242 0.009 -0.028 0.068
C 5.677523 -1.193881 2.973071 0.046 -0.011 0.031
C 0.059816 1.442229 2.866257 0.014 0.018 0.012
C -0.852868 -2.634304 0.765960 0.012 0.016 0.033
C 1.529690 -1.879366 -1.066241 0.016 -0.092 0.023
C 4.195910 -3.518080 3.392567 -0.012 0.005 -0.014
C 4.395774 -1.318424 2.376431 -0.123 -0.008 -0.058
C -0.880003 -2.168242 -0.686085 -0.027 -0.069 -0.070
C 2.644321 -0.910581 -1.474462 0.060 -0.013 0.014
C 3.516928 1.129038 -0.373225 -0.022 -0.008 0.063
C -0.955338 3.703069 -2.559337 0.038 -0.128 -0.013
C 6.180682 -2.202958 3.763155 0.019 0.013 -0.006
C 3.675832 -2.521311 2.597228 0.020 -0.019 0.036
C -2.747773 2.356157 -2.229270 -0.007 0.014 0.077
C 3.903979 -0.305071 1.576844 0.087 0.031 0.035
C 1.811444 2.770760 1.691213 0.025 0.075 0.053
C -2.002357 1.509960 -1.430104 0.030 -0.005 -0.020
C -0.897315 -1.548514 1.834904 -0.034 -0.065 0.042
H -3.796937 2.158276 -2.411515 -0.004 -0.019 -0.023
H -1.100667 -2.019043 2.806475 0.000 0.005 -0.017
H 0.865402 3.043212 -1.561040 0.007 0.030 0.009
H 1.560852 -2.762116 -1.718877 0.017 0.015 0.026
H 2.185284 1.021788 -1.902759 0.013 -0.004 0.025
H 5.853001 -4.153203 4.604555 0.000 -0.008 0.004
H 3.565216 -1.254560 -0.999644 0.012 -0.019 -0.052
H -1.719434 -3.285128 0.901493 -0.010 0.029 -0.003
H 1.125506 -1.471751 1.842454 0.008 0.008 0.008
H 1.954709 3.246969 0.718557 0.004 0.005 0.010
H 0.003028 -0.926856 -2.014683 0.015 -0.001 0.015
H 3.879371 2.688830 2.074993 -0.013 0.006 -0.021
H 4.481442 0.815178 -0.785856 -0.008 -0.006 0.019
H 1.723523 -2.235233 -0.054270 -0.014 0.042 0.007
H 0.013384 -3.279982 0.947279 0.018 0.031 -0.006
H 7.156502 -2.088224 4.215677 0.007 0.002 0.007
H 3.629919 -4.426536 3.550116 0.002 -0.012 0.006
H -0.152804 2.676948 1.282663 0.023 -0.016 -0.014
H 6.248532 -0.291326 2.802962 -0.001 0.012 -0.008
H 0.336970 2.059706 3.729112 0.009 -0.003 -0.003
H 0.521704 5.091039 -2.966951 -0.007 0.004 0.014
H 2.815341 -0.964457 -2.553627 -0.075 0.024 -0.001
H -0.877527 -3.058431 -1.328810 -0.003 0.007 0.013
H -1.030652 1.431283 2.815174 0.014 -0.009 -0.016
H 1.636699 0.029094 3.283656 -0.011 0.004 -0.006
H -1.818663 -1.642654 -0.872697 -0.005 -0.004 0.012
H 0.073168 -0.410436 3.952051 0.001 0.006 -0.032
H 3.435662 2.205978 -0.535301 0.007 -0.012 0.008
H -1.026899 5.395828 -3.676622 0.021 0.010 0.004
H 2.717703 -2.667491 2.115513 -0.019 0.000 -0.009
H -1.711494 -0.846514 1.635245 -0.001 -0.017 -0.007
H 1.720593 3.580286 2.427993 0.012 -0.028 -0.013
H 2.985094 1.589305 3.076172 -0.010 -0.009 -0.007
H -2.433037 0.635862 -0.964513 -0.008 -0.017 0.005

Which value of charge does entry 2 give?
0

Among the records above, which one has the highest charge?
C22H34N7Ni

Which value of charge does entry 3 give?
+1